No. 1
Density functional theory data (ωB97M-V/def2-TZVPD) for a cluster of 2 separate species, C4H12 in total.

Last columns: bonded neighbours and bond lengths (Å).
Geometry (Å):
1 C -0.061 0.528 -1.338  C2 1.462, H3 1.070, H4 1.078, H5 1.179
2 C 0.362 0.421 -2.734  C1 1.462, H6 1.048, H7 1.130, H8 1.136
3 H 0.725 0.347 -0.635  C1 1.070
4 H -0.564 1.441 -1.067  C1 1.078
5 H -0.845 -0.331 -1.146  C1 1.179
6 H 1.106 1.128 -2.948  C2 1.048
7 H -0.499 0.690 -3.414  C2 1.130
8 H 0.816 -0.549 -3.112  C2 1.136
9 C -0.105 0.283 2.004  C10 1.479, H11 1.082, H12 1.075, H13 1.098
10 C -0.241 -1.189 2.041  C9 1.479, H14 1.017, H15 1.207, H16 1.105
11 H 0.666 0.660 1.346  C9 1.082
12 H -0.983 0.772 1.622  C9 1.075
13 H 0.198 0.629 3.002  C9 1.098
14 H -0.644 -1.630 1.218  C10 1.017
15 H 0.872 -1.601 2.262  C10 1.207
16 H -0.803 -1.599 2.899  C10 1.105

Results
Energy relative to the best compared isomer or geometry (same formula, charge and spin) = 19.06 kcal per mole
Structure (SMILES) = CC.CC
Largest force on an atom = 5.2 eV Å⁻¹
LUMO = 1.1239 eV

Atom charges from the Löwdin analysis, given in e for atoms 1 to 5: -0.21 -0.20 0.04 0.07 0.11



No. 2
Density functional theory data (ωB97M-V/def2-TZVPD) for a cluster of 2 separate species, C4H12 in total.

Last columns: bonded neighbours and bond lengths (Å).
Geometry (Å):
1 C -0.101 -1.087 -1.636  C2 1.565, H3 1.057, H4 1.102, H5 1.092
2 C 1.143 -1.511 -2.486  C1 1.565, H6 1.050, H7 1.087, H8 1.084
3 H -0.294 -1.902 -0.992  C1 1.057
4 H 0.093 -0.124 -1.136  C1 1.102
5 H -0.901 -0.894 -2.353  C1 1.092
6 H 0.805 -2.149 -3.249  C2 1.050
7 H 1.857 -1.924 -1.779  C2 1.087
8 H 1.759 -0.810 -3.037  C2 1.084
9 C 0.193 1.410 2.379  C10 1.611, H11 1.036, H12 0.968, H13 1.127
10 C -1.265 1.174 1.736  C9 1.611, H14 1.033, H15 1.003, H16 1.040
11 H 0.272 0.948 3.302  C9 1.036
12 H 0.904 1.267 1.737  C9 0.968
13 H 0.328 2.452 2.784  C9 1.127
14 H -2.016 1.644 2.267  C10 1.033
15 H -1.353 0.176 1.779  C10 1.003
16 H -1.271 1.405 0.722  C10 1.040

Results
Energy relative to the best compared isomer or geometry (same formula, charge and spin) = 30.27 kcal per mole
Structure (SMILES) = CC.CC
Largest force on an atom = 7.4 eV Å⁻¹
LUMO = 1.1167 eV

Atom charges from the Löwdin analysis, given in e for atoms 1 to 5: -0.14 -0.16 0.05 0.06 0.06



No. 3
Density functional theory data (ωB97M-V/def2-TZVPD) for a cluster of 2 separate species, C4H12 in total.

Last columns: bonded neighbours and bond lengths (Å).
Geometry (Å):
1 C 1.905 0.306 -0.266  C2 1.567, H3 1.077, H4 1.087, H5 1.094
2 C 1.981 -1.252 -0.413  C1 1.567, H6 1.088, H7 1.090, H8 1.087
3 H 1.428 0.626 0.645  C1 1.077
4 H 2.920 0.642 -0.461  C1 1.087
5 H 1.316 0.651 -1.122  C1 1.094
6 H 1.060 -1.779 -0.175  C2 1.088
7 H 2.759 -1.516 0.303  C2 1.090
8 H 2.260 -1.567 -1.416  C2 1.087
9 C -1.526 1.006 0.695  C10 1.535, H11 1.097, H12 1.095, H13 1.086
10 C -2.432 -0.059 0.062  C9 1.535, H14 1.083, H15 1.093, H16 1.089
11 H -0.548 0.912 0.206  C9 1.097
12 H -1.746 2.035 0.393  C9 1.095
13 H -1.544 1.005 1.781  C9 1.086
14 H -3.483 0.179 0.171  C10 1.083
15 H -2.149 -0.976 0.586  C10 1.093
16 H -2.201 -0.213 -0.991  C10 1.089

Results
Energy relative to the best compared isomer or geometry (same formula, charge and spin) = 9.91 kcal per mole
Structure (SMILES) = CC.CC
Largest force on an atom = 2.6 eV Å⁻¹
LUMO = 1.1357 eV

Atom charges from the Löwdin analysis, given in e for atoms 1 to 5: -0.17 -0.16 0.04 0.06 0.06



No. 4
Density functional theory data (ωB97M-V/def2-TZVPD) for a cluster of 2 separate species, C4H12 in total.

Last columns: bonded neighbours and bond lengths (Å).
Geometry (Å):
1 C -1.060 -0.754 1.723  C2 1.537, H3 1.102, H4 1.148, H5 1.084
2 C -1.428 0.736 1.635  C1 1.537, H6 1.134, H7 1.127, H8 1.040
3 H -0.121 -0.795 2.297  C1 1.102
4 H -1.938 -0.973 2.431  C1 1.148
5 H -1.088 -1.440 0.884  C1 1.084
6 H -0.946 1.171 0.706  C2 1.134
7 H -1.003 1.262 2.536  C2 1.127
8 H -2.448 0.941 1.661  C2 1.040
9 C 0.704 0.517 -1.892  C10 1.536, H11 1.114, H12 1.111, H13 1.115
10 C 1.788 -0.486 -1.473  C9 1.536, H14 1.041, H15 1.191, H16 1.094
11 H 1.096 1.404 -2.443  C9 1.114
12 H 0.273 0.201 -2.865  C9 1.111
13 H -0.160 0.600 -1.192  C9 1.115
14 H 1.660 -0.641 -0.451  C10 1.041
15 H 2.961 -0.302 -1.557  C10 1.191
16 H 1.711 -1.441 -2.002  C10 1.094

Results
Energy relative to the best compared isomer or geometry (same formula, charge and spin) = 34.25 kcal per mole
Structure (SMILES) = CC.CC
Largest force on an atom = 3.8 eV Å⁻¹
LUMO = 1.1503 eV

Atom charges from the Löwdin analysis, given in e for atoms 1 to 5: -0.17 -0.19 0.06 0.08 0.05



No. 5
Density functional theory data (ωB97M-V/def2-TZVPD) for a cluster of 2 separate species, C4H12 in total.

Last columns: bonded neighbours and bond lengths (Å).
Geometry (Å):
1 C 1.860 1.521 0.024  C2 1.533, H3 1.087, H4 1.086, H5 1.097
2 C 0.894 1.536 -1.167  C1 1.533, H6 1.093, H7 1.085, H8 1.098
3 H 2.891 1.268 -0.212  C1 1.087
4 H 1.802 2.423 0.627  C1 1.086
5 H 1.462 0.754 0.700  C1 1.097
6 H 0.998 2.300 -1.942  C2 1.093
7 H 0.818 0.590 -1.694  C2 1.085
8 H -0.032 1.841 -0.662  C2 1.098
9 C -1.001 -1.412 -0.107  C10 1.539, H11 1.095, H12 1.083, H13 1.081
10 C -1.758 -1.654 1.210  C9 1.539, H14 1.096, H15 1.088, H16 1.093
11 H -0.143 -2.092 -0.106  C9 1.095
12 H -1.634 -1.657 -0.952  C9 1.083
13 H -0.573 -0.422 -0.034  C9 1.081
14 H -2.415 -0.829 1.506  C10 1.096
15 H -2.337 -2.576 1.204  C10 1.088
16 H -1.071 -1.667 2.061  C10 1.093

Results
Energy relative to the best compared isomer or geometry (same formula, charge and spin) = 8.58 kcal per mole
Structure (SMILES) = CC.CC
Largest force on an atom = 1.8 eV Å⁻¹
LUMO = 1.1178 eV

Atom charges from the Löwdin analysis, given in e for atoms 1 to 5: -0.17 -0.18 0.06 0.06 0.05



No. 6
Density functional theory data (ωB97M-V/def2-TZVPD) for a cluster of 2 separate species, C4H12 in total.

Last columns: bonded neighbours and bond lengths (Å).
Geometry (Å):
1 C 0.429 -1.945 -1.067  C2 1.544, H3 1.091, H4 1.082, H5 1.096
2 C -0.256 -1.250 -2.265  C1 1.544, H6 1.090, H7 1.091, H8 1.085
3 H -0.319 -2.142 -0.298  C1 1.091
4 H 1.140 -2.715 -1.337  C1 1.082
5 H 1.075 -1.247 -0.523  C1 1.096
6 H -0.267 -0.196 -1.989  C2 1.090
7 H 0.352 -1.345 -3.166  C2 1.091
8 H -1.244 -1.609 -2.534  C2 1.085
9 C -0.191 0.825 1.658  C10 1.516, H11 1.084, H12 1.094, H13 1.086
10 C 0.023 2.325 1.638  C9 1.516, H14 1.090, H15 1.089, H16 1.101
11 H 0.388 0.356 0.870  C9 1.084
12 H 0.242 0.442 2.587  C9 1.094
13 H -1.227 0.501 1.713  C9 1.086
14 H 1.061 2.589 1.837  C10 1.090
15 H -0.356 2.895 0.790  C10 1.089
16 H -0.526 2.787 2.473  C10 1.101

Results
Energy relative to the best compared isomer or geometry (same formula, charge and spin) = 9.37 kcal per mole
Structure (SMILES) = CC.CC
Largest force on an atom = 1.5 eV Å⁻¹
LUMO = 1.1148 eV

Atom charges from the Löwdin analysis, given in e for atoms 1 to 5: -0.17 -0.16 0.06 0.06 0.04



No. 7
Density functional theory data (ωB97M-V/def2-TZVPD) for a cluster of 2 separate species, C4H12 in total.

Last columns: bonded neighbours and bond lengths (Å).
Geometry (Å):
1 C 1.839 1.535 0.438  C2 1.534, H3 1.077, H4 1.091, H5 1.106
2 C 1.824 0.056 0.034  C1 1.534, H6 1.112, H7 1.081, H8 1.100
3 H 1.718 1.696 1.496  C1 1.077
4 H 2.681 1.893 -0.157  C1 1.091
5 H 1.047 1.966 -0.202  C1 1.106
6 H 0.921 -0.380 0.514  C2 1.112
7 H 2.650 -0.572 0.336  C2 1.081
8 H 1.853 -0.055 -1.060  C2 1.100
9 C -2.022 -0.826 -0.937  C10 1.512, H11 1.083, H12 1.104, H13 1.091
10 C -1.590 -0.728 0.509  C9 1.512, H14 1.093, H15 1.098, H16 1.082
11 H -2.479 0.067 -1.344  C9 1.083
12 H -1.201 -1.250 -1.539  C9 1.104
13 H -2.787 -1.564 -1.182  C9 1.091
14 H -1.881 -1.593 1.110  C10 1.093
15 H -0.506 -0.575 0.606  C10 1.098
16 H -2.217 0.038 0.945  C10 1.082

Results
Energy relative to the best compared isomer or geometry (same formula, charge and spin) = 23.42 kcal per mole
Structure (SMILES) = CC.CC
Largest force on an atom = 3.2 eV Å⁻¹
LUMO = 1.1771 eV

Atom charges from the Löwdin analysis, given in e for atoms 1 to 5: -0.15 -0.18 0.06 0.06 0.07



No. 8
Density functional theory data (ωB97M-V/def2-TZVPD) for a cluster of 2 separate species, C4H12 in total.

Last columns: bonded neighbours and bond lengths (Å).
Geometry (Å):
1 C -0.302 -0.514 1.880  C2 1.517, H3 1.094, H4 1.089, H5 1.099
2 C 1.127 -0.105 2.179  C1 1.517, H6 1.085, H7 1.089, H8 1.089
3 H -0.902 0.347 1.568  C1 1.094
4 H -0.481 -1.351 1.207  C1 1.089
5 H -0.896 -0.849 2.743  C1 1.099
6 H 1.680 -1.022 2.352  C2 1.085
7 H 1.162 0.542 3.054  C2 1.089
8 H 1.539 0.515 1.383  C2 1.089
9 C -1.033 0.259 -2.355  C10 1.521, H11 1.090, H12 1.090, H13 1.095
10 C 0.342 0.296 -1.706  C9 1.521, H14 1.095, H15 1.086, H16 1.086
11 H -1.883 0.400 -1.687  C9 1.090
12 H -1.093 1.024 -3.128  C9 1.090
13 H -1.269 -0.666 -2.892  C9 1.095
14 H 0.348 1.158 -1.031  C10 1.095
15 H 0.589 -0.562 -1.089  C10 1.086
16 H 1.071 0.529 -2.478  C10 1.086

Results
Energy relative to the best compared isomer or geometry (same formula, charge and spin) = 6.28 kcal per mole
Structure (SMILES) = CC.CC
Largest force on an atom = 1.7 eV Å⁻¹
LUMO = 1.1545 eV

Atom charges from the Löwdin analysis, given in e for atoms 1 to 5: -0.20 -0.16 0.06 0.06 0.06



No. 9
Density functional theory data (ωB97M-V/def2-TZVPD) for a cluster of 2 separate species, C4H12 in total.

Last columns: bonded neighbours and bond lengths (Å).
Geometry (Å):
1 C -0.165 1.078 -2.074  C2 1.482, H3 1.118, H4 1.084, H5 1.043
2 C 0.659 1.481 -0.911  C1 1.482, H6 1.056, H7 1.068, H8 1.124
3 H -0.168 -0.019 -2.291  C1 1.118
4 H -1.212 1.337 -1.967  C1 1.084
5 H 0.027 1.679 -2.905  C1 1.043
6 H 0.672 0.866 -0.052  C2 1.056
7 H 0.324 2.389 -0.461  C2 1.068
8 H 1.721 1.635 -1.246  C2 1.124
9 C -0.209 -0.935 2.158  C10 1.537, H11 1.098, H12 1.126, H13 1.160
10 C -0.283 -1.608 0.777  C9 1.537, H14 1.129, H15 1.028, H16 1.110
11 H -0.360 0.150 2.087  C9 1.098
12 H -0.902 -1.338 2.949  C9 1.126
13 H 0.812 -1.118 2.677  C9 1.160
14 H 0.139 -2.651 0.875  C10 1.129
15 H 0.289 -1.190 0.032  C10 1.028
16 H -1.355 -1.832 0.597  C10 1.110

Results
Energy relative to the best compared isomer or geometry (same formula, charge and spin) = 17.09 kcal per mole
Structure (SMILES) = CC.CC
Largest force on an atom = 4.9 eV Å⁻¹
LUMO = 1.1811 eV

Atom charges from the Löwdin analysis, given in e for atoms 1 to 5: -0.18 -0.17 0.08 0.06 0.04



No. 10
Density functional theory data (ωB97M-V/def2-TZVPD) for a cluster of 2 separate species, C4H12 in total.

Last columns: bonded neighbours and bond lengths (Å).
Geometry (Å):
1 C -0.994 0.540 -1.893  C2 1.514, H3 1.090, H4 1.097, H5 1.088
2 C -1.032 -0.891 -2.388  C1 1.514, H6 1.086, H7 1.086, H8 1.092
3 H -0.891 0.629 -0.812  C1 1.090
4 H -0.100 1.090 -2.212  C1 1.097
5 H -1.823 1.195 -2.155  C1 1.088
6 H -0.060 -1.175 -2.782  C2 1.086
7 H -1.748 -1.024 -3.193  C2 1.086
8 H -1.220 -1.621 -1.598  C2 1.092
9 C 1.661 0.352 2.435  C10 1.540, H11 1.090, H12 1.089, H13 1.088
10 C 0.285 -0.010 1.844  C9 1.540, H14 1.086, H15 1.084, H16 1.086
11 H 1.632 0.736 3.455  C9 1.090
12 H 2.309 -0.522 2.395  C9 1.089
13 H 2.147 1.111 1.824  C9 1.088
14 H 0.279 0.194 0.777  C10 1.086
15 H -0.568 0.468 2.312  C10 1.084
16 H 0.124 -1.073 1.991  C10 1.086

Results
Energy relative to the best compared isomer or geometry (same formula, charge and spin) = 6.95 kcal per mole
Structure (SMILES) = CC.CC
Largest force on an atom = 1.5 eV Å⁻¹
LUMO = 1.1420 eV

Atom charges from the Löwdin analysis, given in e for atoms 1 to 5: -0.18 -0.16 0.03 0.07 0.06